The following is a quantum chemistry calculation of C31H46F5GaIN2O15 as an isolated structure in a non-equilibrium geometry, from the OMol25 dataset.

Summary:
- Net charge: -1
- Multiplicity: 1
- E_HOMO: -2.737 eV

Positions of all 101 atoms, in Å:
N1 1.20 -2.21 1.10
Ga1 2.80 -1.20 0.64
I1 4.00 -2.15 -1.53
C1 2.50 0.83 0.38
C2 0.94 1.20 -0.11
C3 1.13 2.56 -1.07
C4 -0.36 3.23 -1.27
C5 -1.19 2.31 -2.38
C6 -2.25 1.26 -1.63
C7 -3.78 1.36 -2.23
C8 -4.33 -0.03 -2.91
C9 -4.58 -1.26 -1.85
C10 -5.82 -0.86 -0.84
C11 -5.19 -0.63 0.65
C12 -5.67 0.74 1.41
N2 -4.62 1.01 2.51
C13 -3.51 2.04 2.34
C14 -2.71 1.88 3.76
C15 -3.45 0.71 4.69
C16 -4.75 0.20 3.78
H1 1.49 -3.12 1.55
H2 0.65 -2.41 0.23
H3 3.88 -1.36 1.85
H4 3.19 1.17 -0.53
H5 2.78 1.49 1.33
H6 0.47 0.36 -0.78
H7 0.23 1.45 0.78
H8 1.89 3.24 -0.50
H9 1.59 2.21 -2.09
H10 -0.18 4.33 -1.68
H11 -0.98 3.33 -0.27
H12 -1.77 3.11 -3.05
H13 -0.38 1.71 -2.98
H14 -1.88 0.15 -1.78
H15 -2.27 1.54 -0.48
H16 -3.76 2.16 -3.11
H17 -4.54 1.78 -1.43
H18 -5.38 0.18 -3.43
H19 -3.56 -0.41 -3.73
H20 -4.87 -2.26 -2.43
H21 -3.58 -1.53 -1.27
H22 -6.52 -1.83 -0.80
H23 -6.50 0.01 -1.24
H24 -5.54 -1.55 1.32
H25 -4.00 -0.62 0.67
H26 -6.75 0.67 1.90
H27 -5.65 1.71 0.73
H28 -3.32 2.72 1.40
H29 -1.77 2.54 4.02
H30 -3.13 0.33 5.77
H31 -5.58 -0.60 4.04
C17 6.52 -5.18 -5.20
C18 5.06 -5.41 -5.40
O1 4.48 -4.78 -4.28
C19 5.33 -3.78 -3.95
O2 5.04 -2.85 -3.21
O3 6.55 -3.93 -4.54
F1 4.77 -6.72 -5.36
H32 6.99 -5.93 -4.56
H33 7.07 -5.14 -6.15
H34 4.66 -4.96 -6.32
C20 4.89 -5.66 2.60
C21 5.47 -5.92 1.25
O4 4.95 -4.87 0.47
C22 4.76 -3.84 1.33
O5 4.57 -2.68 0.99
O6 4.80 -4.25 2.63
F2 5.03 -7.09 0.75
H35 3.90 -6.10 2.72
H36 5.54 -6.03 3.41
H37 6.57 -5.88 1.22
C23 3.47 6.81 -1.04
C24 1.99 6.96 -1.00
O7 1.55 6.29 -2.16
C25 2.49 5.32 -2.37
O8 2.32 4.36 -3.11
O9 3.63 5.55 -1.66
F3 1.63 8.26 -1.11
H38 3.96 7.57 -1.66
H39 3.92 6.82 -0.04
H40 1.51 6.52 -0.12
C26 -2.33 3.76 7.84
C27 -2.30 5.22 8.16
O10 -2.22 5.83 6.89
C28 -2.85 4.96 6.04
O11 -3.22 5.26 4.92
O12 -3.01 3.73 6.60
F4 -1.19 5.54 8.85
H41 -1.33 3.34 7.71
H42 -2.87 3.18 8.60
H43 -3.19 5.58 8.68
C29 0.52 -4.45 -3.09
C30 -0.94 -4.67 -3.29
O13 -1.52 -4.05 -2.17
C31 -0.67 -3.04 -1.83
O14 -0.96 -2.12 -1.10
O15 0.55 -3.19 -2.43
F5 -1.23 -5.99 -3.25
H44 0.99 -5.20 -2.45
H45 1.07 -4.41 -4.03
H46 -1.34 -4.23 -4.21


The following is a quantum chemistry calculation of one molecule with the formula C4H6O2, from the OMol25 dataset.

Summary:
- Net charge: 0
- Multiplicity: 1
- ΔE to the lowest compared entry with this formula, charge and spin: 96.28 kcal per mole
- E_HOMO: -8.845 eV

Positions of all 12 atoms, in Å:
O1 1.80 -1.92 0.08
C1 1.23 -0.89 0.35
C2 0.46 -0.07 -0.68
C3 -2.13 -0.39 0.70
O2 -1.74 0.74 0.18
C4 -0.36 1.08 -0.13
H1 1.27 -0.47 1.38
H2 1.21 0.33 -1.38
H3 -0.16 -0.75 -1.26
H4 -1.21 -1.03 0.80
H5 0.07 1.49 0.80
H6 -0.44 1.89 -0.85


The following is a quantum chemistry calculation of a 2-piece molecular cluster, C18H18N2 overall in a non-equilibrium geometry, from the OMol25 dataset.

Summary:
- Net charge: -1
- Multiplicity: 2
- ΔE to the lowest compared entry with this formula, charge and spin: 0.00 kcal per mole
- E_HOMO (alpha / beta): 0.576 / -3.307 eV

Positions of all 38 atoms, in Å:
C1 -3.60 1.46 0.27
C2 -0.99 -0.94 -0.82
C3 -1.62 0.31 -0.93
C4 -2.55 0.40 0.14
C5 -2.40 -0.72 0.92
C6 -0.05 -1.42 -1.73
C7 0.20 -0.63 -2.86
C8 -1.33 1.08 -2.08
C9 -0.44 0.60 -3.02
N1 -1.49 -1.56 0.29
H1 -1.07 -2.40 0.66
H2 0.45 -2.37 -1.58
H3 -2.74 -1.03 1.90
H4 0.91 -1.01 -3.59
H5 -1.85 2.02 -2.25
H6 -3.59 1.95 1.26
H7 -4.60 1.05 0.17
H8 -0.31 1.18 -3.93
H9 -3.47 2.26 -0.46
C10 0.68 -1.81 2.98
C11 1.37 1.07 0.72
C12 1.58 -0.27 1.10
C13 0.75 -0.51 2.23
C14 0.06 0.64 2.52
C15 1.94 1.65 -0.41
C16 2.72 0.81 -1.24
C17 2.42 -1.07 0.28
C18 2.97 -0.51 -0.88
N2 0.45 1.61 1.59
H10 0.20 2.58 1.62
H11 1.79 2.66 -0.75
H12 -0.58 0.93 3.33
H13 3.24 1.24 -2.10
H14 2.54 -2.14 0.45
H15 1.67 -2.21 3.18
H16 0.08 -2.60 2.52
H17 3.60 -1.14 -1.49
H18 0.32 -1.61 3.99


The following is a quantum chemistry calculation of a 9-piece molecular cluster, C44H113N7O15 overall in a non-equilibrium geometry, from the OMol25 dataset.

Summary:
- SMILES: COC[C@H](C)N.COCCNCCOC.COCCNCCOC.COCCNCCOC.COCCNCCOC.COCCNCCOC.COCCNCCOC.CCO.CCO
- Net charge: 0
- Multiplicity: 1
- ΔE to the lowest compared entry with this formula, charge and spin: 67.82 kcal per mole
- E_HOMO: -8.545 eV

Positions of all 179 atoms, in Å:
C1 -14.62 28.48 -8.92
O1 -13.70 27.67 -9.58
C2 -14.08 26.32 -9.68
C3 -12.95 25.55 -10.34
C4 -12.73 26.08 -11.75
N1 -13.31 24.12 -10.29
H1 -14.84 28.16 -7.90
H2 -15.57 28.46 -9.48
H3 -14.24 29.49 -8.95
H4 -14.27 25.86 -8.70
H5 -14.98 26.21 -10.30
H6 -12.00 25.69 -9.81
H7 -12.35 27.10 -11.74
H8 -13.64 25.99 -12.34
H9 -11.93 25.58 -12.32
H10 -12.54 23.52 -10.59
H11 -13.35 23.87 -9.30
C5 -8.35 24.77 -5.72
O2 -8.56 23.87 -4.67
C6 -9.58 22.94 -4.92
C7 -9.45 21.89 -3.82
N2 -10.10 20.60 -4.15
C8 -10.27 19.81 -2.93
C9 -10.81 18.45 -3.34
O3 -10.09 17.89 -4.39
C10 -10.59 16.60 -4.63
H12 -8.40 24.21 -6.66
H13 -7.37 25.19 -5.57
H14 -9.07 25.59 -5.72
H15 -9.53 22.41 -5.88
H16 -10.54 23.47 -4.83
H17 -9.80 22.28 -2.87
H18 -8.38 21.68 -3.72
H19 -9.52 20.05 -4.77
H20 -10.94 20.27 -2.21
H21 -9.29 19.58 -2.48
H22 -11.86 18.62 -3.64
H23 -10.83 17.70 -2.55
H24 -9.99 16.16 -5.42
H25 -11.64 16.67 -4.92
H26 -10.45 15.96 -3.75
C11 -14.45 24.00 -1.60
O4 -13.58 24.24 -0.51
C12 -12.84 25.44 -0.62
C13 -11.88 25.45 -1.83
N3 -10.57 25.91 -1.35
C14 -9.54 25.97 -2.39
C15 -9.46 27.33 -3.08
O5 -8.61 28.36 -2.52
C16 -8.91 28.61 -1.17
H27 -14.96 23.07 -1.33
H28 -14.02 23.97 -2.60
H29 -15.25 24.76 -1.57
H30 -12.33 25.58 0.33
H31 -13.55 26.28 -0.72
H32 -12.28 26.12 -2.59
H33 -11.77 24.42 -2.20
H34 -10.26 25.41 -0.54
H35 -9.72 25.24 -3.19
H36 -8.58 25.78 -1.91
H37 -10.41 27.86 -3.19
H38 -9.04 27.17 -4.07
H39 -9.99 28.51 -0.99
H40 -8.68 29.66 -0.94
H41 -8.36 27.98 -0.46
C17 -13.93 15.71 -7.33
O6 -14.77 16.50 -6.51
C18 -14.96 17.82 -6.88
C19 -13.73 18.66 -6.64
N4 -13.85 20.07 -6.88
C20 -12.66 20.79 -6.44
C21 -12.65 22.25 -6.79
O7 -13.75 23.03 -6.33
C22 -14.07 22.75 -5.00
H42 -14.02 14.64 -7.20
H43 -12.90 16.03 -7.10
H44 -14.08 15.96 -8.39
H45 -15.77 18.15 -6.24
H46 -15.31 17.95 -7.91
H47 -12.86 18.23 -7.15
H48 -13.36 18.47 -5.60
H49 -14.63 20.49 -6.40
H50 -11.72 20.43 -6.87
H51 -12.54 20.59 -5.36
H52 -12.74 22.31 -7.89
H53 -11.69 22.74 -6.61
H54 -14.76 23.52 -4.65
H55 -13.19 22.73 -4.34
H56 -14.62 21.81 -4.81
C23 -13.63 13.79 -10.43
O8 -13.79 14.65 -11.53
C24 -12.60 14.86 -12.23
C25 -12.91 15.25 -13.68
N5 -11.79 14.92 -14.53
C26 -12.22 14.72 -15.94
C27 -11.01 14.71 -16.91
O9 -10.78 13.43 -17.42
C28 -9.51 12.94 -17.09
H57 -13.31 12.81 -10.82
H58 -14.56 13.63 -9.90
H59 -12.85 14.13 -9.74
H60 -11.88 14.03 -12.25
H61 -12.00 15.65 -11.73
H62 -13.28 16.28 -13.72
H63 -13.74 14.59 -13.96
H64 -11.18 15.74 -14.60
H65 -12.88 15.56 -16.20
H66 -12.71 13.76 -16.05
H67 -10.13 15.11 -16.39
H68 -11.33 15.41 -17.69
H69 -8.77 13.49 -17.70
H70 -9.37 11.88 -17.30
H71 -9.21 13.14 -16.06
C29 -16.53 25.82 -5.16
O10 -17.20 24.86 -4.41
C30 -18.39 24.37 -5.00
C31 -18.87 23.32 -4.05
N6 -18.04 22.10 -4.18
C32 -18.37 21.06 -3.21
C33 -17.24 20.07 -3.22
O11 -16.03 20.72 -2.83
C34 -14.94 19.85 -2.79
H72 -17.12 26.73 -5.30
H73 -16.22 25.48 -6.16
H74 -15.63 26.10 -4.61
H75 -18.24 23.94 -5.99
H76 -19.13 25.18 -5.01
H77 -19.90 23.03 -4.28
H78 -18.88 23.62 -2.99
H79 -17.12 22.47 -3.92
H80 -19.30 20.52 -3.40
H81 -18.41 21.47 -2.18
H82 -17.06 19.58 -4.19
H83 -17.45 19.26 -2.50
H84 -15.10 19.03 -2.08
H85 -14.07 20.42 -2.46
H86 -14.65 19.36 -3.73
C35 -12.13 26.16 -6.70
O12 -11.41 27.08 -5.86
C36 -11.79 28.42 -6.02
C37 -13.15 28.80 -5.44
N7 -13.54 30.14 -5.76
C38 -14.88 30.48 -5.30
C39 -15.25 31.90 -5.68
O13 -15.12 32.70 -4.52
C40 -15.29 34.09 -4.73
H87 -11.49 25.28 -6.72
H88 -12.28 26.56 -7.71
H89 -13.11 26.00 -6.25
H90 -11.75 28.69 -7.10
H91 -11.01 29.05 -5.56
H92 -12.98 28.70 -4.34
H93 -13.88 28.03 -5.65
H94 -12.81 30.76 -5.43
H95 -15.02 30.32 -4.22
H96 -15.51 29.76 -5.82
H97 -16.27 31.93 -6.06
H98 -14.55 32.25 -6.44
H99 -16.07 34.31 -5.47
H100 -14.34 34.54 -5.04
H101 -15.64 34.48 -3.78
C41 -18.02 20.42 -8.07
C42 -18.86 19.52 -7.17
O14 -19.78 20.26 -6.40
H102 -17.29 21.08 -7.60
H103 -18.67 21.04 -8.69
H104 -17.42 19.79 -8.74
H105 -18.21 18.86 -6.58
H106 -19.45 18.88 -7.82
H107 -19.34 20.67 -5.65
C43 -10.60 18.59 -10.94
C44 -11.12 19.31 -9.73
O15 -12.38 19.89 -10.00
H108 -11.15 17.67 -11.13
H109 -9.52 18.44 -10.92
H110 -10.73 19.24 -11.81
H111 -10.48 20.14 -9.40
H112 -11.07 18.65 -8.84
H113 -13.02 19.84 -9.28


Among the records above, which one has the highest multiplicity?
C18H18N2


Please write out number 2 again, unchanged.
The following is a quantum chemistry calculation of one molecule with the formula C4H6O2, from the OMol25 dataset.

Summary:
- Net charge: 0
- Multiplicity: 1
- ΔE to the lowest compared entry with this formula, charge and spin: 96.28 kcal per mole
- E_HOMO: -8.845 eV

Positions of all 12 atoms, in Å:
O1 1.80 -1.92 0.08
C1 1.23 -0.89 0.35
C2 0.46 -0.07 -0.68
C3 -2.13 -0.39 0.70
O2 -1.74 0.74 0.18
C4 -0.36 1.08 -0.13
H1 1.27 -0.47 1.38
H2 1.21 0.33 -1.38
H3 -0.16 -0.75 -1.26
H4 -1.21 -1.03 0.80
H5 0.07 1.49 0.80
H6 -0.44 1.89 -0.85


What is the multiplicity in the fourth record?
1